1.
The following is a DFT calculation (ωB97M-V/def2-TZVPD) of a molecular structure, C9H19Cl2GaI2O3P2 in a non-equilibrium geometry.

Geometry (Å):
I1 0.345281 -0.501402 -5.199974
I2 -0.301452 1.989665 -4.438482
Ga1 0.027864 -0.089921 -0.292173
Cl1 1.562321 -1.536615 3.996998
Cl2 -1.222102 -2.621169 3.417328
P1 -2.314570 0.026498 -0.505670
P2 2.397240 0.116869 -0.493405
O1 -0.658775 0.796110 2.475262
O2 0.203013 -1.065117 1.424983
O3 -0.015045 3.287630 0.472079
C1 -2.986168 -1.204381 0.670838
C2 -0.021229 2.242396 0.008636
C3 -0.179448 -1.198383 3.733435
C4 3.068107 -1.098530 0.694324
C5 -0.222322 -0.373058 2.455105
C6 3.265030 1.644311 -0.037655
C7 -3.218917 1.528748 -0.044368
C8 -2.906097 -0.482102 -2.124358
C9 3.020909 -0.383036 -2.106192
H1 2.825955 -0.810996 1.726223
H2 -4.067537 -1.342501 0.525878
H3 2.742728 0.336105 -2.881476
H4 4.353994 1.496056 -0.060727
H5 4.109205 -0.501195 -2.057308
H6 -2.472677 -2.163218 0.525704
H7 -2.427831 -1.425046 -2.400443
H8 -2.805217 -0.890990 1.708989
H9 -2.645859 0.252045 -2.892031
H10 2.575373 -1.338461 -2.395834
H11 -2.934263 1.828785 0.969940
H12 4.158387 -1.194691 0.592606
H13 2.602737 -2.078736 0.531044
H14 2.986546 1.954200 0.975780
H15 -3.989046 -0.640799 -2.078684
H16 3.009216 2.454164 -0.728668
H17 -4.303088 1.345554 -0.063575
H18 -2.992313 2.347085 -0.735063
H19 -0.569939 -0.705885 4.630946

Forces on atoms 1 to 2 (eV/Å):
I -0.113 0.265 0.157
I 0.105 -0.317 0.076

Computed properties:
E_LUMO: -0.307 Eh
multiplicity: 1
energy above the lowest of the compared OMol25 structures with the same formula, charge and spin: 0.0 kJ/mol
total charge: +2
E_HOMO: -15.04 eV
calculated total energy: -127969.9597 eV
Kohn-Sham gap: 0.2454 hartree

2.
The following is a DFT calculation (ωB97M-V/def2-TZVPD) of C4H5N3 in the gas phase in a non-equilibrium geometry.

Geometry (Å):
N1 -0.532065 -0.901077 -0.474497
N2 1.189096 -1.009110 0.977895
N3 -1.821590 2.369912 -1.089670
C1 0.732852 0.388974 0.930304
C2 0.422126 -1.655199 0.195271
C3 -1.172271 1.526770 -0.630676
C4 -0.210355 0.499067 -0.315923
H1 0.300680 1.106253 -1.239303
H2 0.499800 -2.734378 0.029335
H3 1.569475 1.058249 0.767837
H4 0.283035 0.626569 1.903682
H5 -1.260784 -1.276030 -1.054256

Forces on atoms 1 to 2 (eV/Å):
N -0.127 0.060 -0.392
N -0.277 0.080 -0.374

Computed properties:
E_LUMO: 0.024 Eh
multiplicity: 1
energy above the lowest of the compared OMol25 structures with the same formula, charge and spin: 241.4 kJ/mol
E_HOMO: -9.23 eV
structure (SMILES): N#C[C@H]1CN=CN1
calculated total energy: -8697.3100 eV
Kohn-Sham gap: 0.3627 hartree

3.
The following is a DFT calculation (ωB97M-V/def2-TZVPD) of a molecular structure, C12H21I2NPdSSb.

Geometry (Å):
I1 -0.685076 3.714309 0.060283
I2 2.709681 3.769071 -0.150743
Sb1 -0.980421 0.161184 -0.093360
Pd1 1.067416 1.716786 -0.001415
S1 4.618719 1.916308 -0.459111
N1 2.514722 0.265160 0.147551
C1 -3.937684 0.062818 -0.952783
C2 -1.035618 -1.866502 -0.716021
C3 4.685587 -0.710597 -0.195461
C4 -1.396001 0.060603 1.992211
C5 2.887984 -2.106425 0.470678
C6 2.104215 -1.000778 0.483257
C7 0.937480 5.087435 0.023537
C8 3.837290 0.433240 -0.156123
C9 -2.358689 -1.050197 2.416730
C10 -0.514266 -2.061106 -2.140781
C11 4.229966 -1.955428 0.092826
C12 -2.724605 0.992991 -0.975634
H1 -0.586102 -3.109063 -2.431959
H2 0.810706 5.716039 -0.851968
H3 0.911266 5.664634 0.942558
H4 -2.931626 1.921566 -0.443538
H5 -3.741379 -0.873907 -1.474466
H6 -4.257722 -0.169629 0.061987
H7 -2.464832 -1.058137 3.502101
H8 -4.775030 0.542736 -1.460419
H9 -3.353052 -0.913098 1.992911
H10 2.474539 -3.065682 0.749145
H11 0.530653 -1.759921 -2.227274
H12 1.091224 -1.101638 0.810943
H13 5.721123 -0.540468 -0.451758
H14 -1.089892 -1.479359 -2.863538
H15 -0.464915 -2.451634 0.003825
H16 -2.082225 -2.157994 -0.621347
H17 -2.458157 1.261760 -1.998425
H18 -1.997678 -2.035442 2.119338
H19 -0.422911 -0.059070 2.469268
H20 -1.771035 1.046937 2.270426
H21 4.896360 -2.807511 0.056535

Forces on atoms 1 to 2 (eV/Å):
I 0.162 -0.222 -0.063
I 0.021 0.000 0.045

Computed properties:
E_LUMO: -0.176 Eh
multiplicity: 1
energy above the lowest of the compared OMol25 structures with the same formula, charge and spin: 163.0 kJ/mol
total charge: +1
E_HOMO: -10.73 eV
calculated total energy: -51321.4077 eV
Kohn-Sham gap: 0.2185 hartree

4.
The following is a DFT calculation (ωB97M-V/def2-TZVPD) of a molecular structure, C53H54NO8PSSi2 in a non-equilibrium geometry.

Geometry (Å):
S1 -4.727629 7.921173 1.595159
P1 -3.052772 4.510742 -2.318019
Si1 -4.323763 3.803746 -0.603507
Si2 -5.008754 6.579221 -0.061681
O1 8.969759 0.591096 -0.621030
O2 -4.461859 5.113509 0.457898
O3 6.918328 5.454077 -1.524561
O4 -8.471355 1.322756 -0.629622
O5 -2.850697 -3.563325 2.593396
O6 -3.182554 -8.243257 5.172846
O7 5.115353 -2.043486 -2.121763
O8 2.655001 -5.362595 1.278644
N1 -6.701031 6.615967 -0.511490
C1 6.653070 -4.080880 -0.985183
C2 -5.367064 -4.788555 2.720885
C3 -2.929159 -4.632228 3.165050
C4 10.257742 5.142392 0.965246
C5 -4.077872 1.751370 1.423200
C6 8.566181 4.172096 -0.434297
C7 -2.741022 -0.420100 1.091631
C8 5.530953 0.882682 -2.978923
C9 2.437295 -1.509289 -1.501217
C10 -6.235437 1.788217 -1.366196
C11 -4.306133 -6.583538 3.934277
C12 -1.820172 3.175433 -2.676694
C13 -5.520126 -7.254637 3.999696
C14 -3.102365 -7.194958 4.567741
C15 -6.649908 -6.695888 3.427762
C16 3.136795 -2.582667 -0.963189
C17 2.494135 -3.462324 -0.090537
C18 5.397246 -5.770806 0.833983
C19 10.765046 3.875267 1.233474
C20 -0.493820 -4.633889 3.611404
C21 0.568173 -6.415064 4.824873
C22 -3.718898 6.031172 -4.581842
C23 -4.227593 -5.350308 3.282711
C24 3.229406 -4.598245 0.531681
C25 -4.106895 0.232180 1.352600
C26 4.675934 -4.755919 0.219484
C27 7.365823 -5.096713 -0.372680
C28 9.161194 5.290945 0.134386
C29 0.460429 -2.205942 -0.319529
C30 0.646920 -5.206450 4.141251
C31 -7.654502 1.471263 -1.799136
C32 10.184351 2.758217 0.659166
C33 -0.653619 -7.050410 4.974181
C34 7.272401 1.862939 -1.649421
C35 6.739877 -5.937225 0.541749
C36 -6.064522 3.292232 -1.121007
C37 5.308734 -3.900567 -0.686131
C38 -3.376521 2.420885 0.221841
C39 -6.574945 -5.459617 2.794577
C40 5.578159 3.265524 -2.637547
C41 4.980301 2.143642 -3.186547
C42 -1.800790 -6.484590 4.430837
C43 1.153205 -3.275072 0.221193
C44 -1.719484 -5.268570 3.750117
C45 -4.107547 4.735025 -3.838910
C46 6.727813 3.131210 -1.870604
C47 8.485003 1.688874 -0.802936
C48 6.674075 0.743350 -2.212124
C49 7.365225 4.348660 -1.298801
C50 4.566188 -2.780730 -1.327817
C51 -0.922083 3.601598 -3.846495
C52 9.086731 2.901514 -0.179871
C53 1.105087 -1.319470 -1.176481
H1 -4.793236 -0.096153 0.582015
H2 -3.353731 5.822986 -5.579595
H3 1.461933 -6.862120 5.238852
H4 -3.529098 2.012263 2.321878
H5 7.136606 -3.422044 -1.692651
H6 -8.028743 2.316115 -2.372002
H7 -1.222054 3.089976 -1.778317
H8 -7.593385 -7.223122 3.475243
H9 0.055482 3.150776 -3.743524
H10 -2.349561 -0.914782 1.968687
H11 -0.722174 -7.990347 5.503521
H12 0.658860 -3.966233 0.890105
H13 -6.741557 3.559419 -0.312524
H14 8.759592 6.272501 -0.074524
H15 -1.369271 3.242468 -4.764213
H16 -3.188265 1.671394 -0.540734
H17 -0.844845 4.677407 -3.899204
H18 -5.528049 1.410349 -2.096781
H19 -0.437157 -3.693321 3.080978
H20 1.600990 -4.712880 4.015660
H21 10.577189 1.771304 0.859351
H22 -4.481079 -0.164911 2.287298
H23 -0.582742 -2.059471 -0.070422
H24 2.940731 -0.823074 -2.167798
H25 -3.934439 3.891798 -4.494151
H26 7.099666 -0.235251 -2.044689
H27 10.718105 6.014859 1.409546
H28 -1.995181 0.264515 0.704611
H29 5.156053 4.247586 -2.799012
H30 8.413686 -5.233044 -0.603976
H31 -2.402977 2.800771 0.514351
H32 -2.937672 6.564906 -4.059506
H33 -5.573468 -8.212976 4.496817
H34 -2.859259 -1.197305 0.345521
H35 -5.081720 2.131814 1.575253
H36 -7.461284 -5.021891 2.354944
H37 11.616409 3.761021 1.891240
H38 -2.261917 2.204271 -2.874894
H39 -4.562381 6.702315 -4.674878
H40 -7.705738 0.553440 -2.375755
H41 4.904050 -6.424361 1.539776
H42 -6.108224 1.296198 -0.412071
H43 -6.410332 3.836221 -1.997473
H44 4.081451 2.250347 -3.780097
H45 5.068009 0.007826 -3.409229
H46 -7.236162 5.919417 -0.000771
H47 -5.326362 9.005078 1.095449
H48 -5.301390 -3.829233 2.226662
H49 -9.286048 1.832850 -0.769540
H50 0.564572 -0.479079 -1.591743
H51 7.302150 -6.724381 1.026035
H52 -5.150234 4.806512 -3.563440
H53 -6.756060 6.385417 -1.501593
H54 -4.280731 7.120182 -1.215827

Forces on atoms 1 to 2 (eV/Å):
S 0.293 -0.464 0.377
P 0.196 0.544 0.338

Computed properties:
E_LUMO: -0.042 Eh
multiplicity: 1
E_HOMO: -7.96 eV
calculated total energy: -109592.6854 eV
Kohn-Sham gap: 0.2506 hartree

5.
The following is a DFT calculation (ωB97M-V/def2-TZVPD) of 2 unconnected molecules or ions with the total composition C4H8O2 in a non-equilibrium geometry.

Geometry (Å):
O1 1.006248 -2.224389 0.825017
O2 0.779895 2.228638 1.242345
C1 -0.935723 1.397528 -1.476784
C2 -0.084234 -1.569182 0.366474
C3 -1.104634 0.200804 -0.899580
C4 0.011423 -0.677258 -0.610541
H1 -1.038824 -1.847271 0.802586
H2 0.489719 3.144829 1.166751
H3 -2.091915 -0.153293 -0.654854
H4 0.774664 -2.820630 1.544375
H5 0.718681 1.926471 0.321489
H6 -1.788906 2.059385 -1.354700
H7 -0.097895 1.714497 -2.073451
H8 0.964927 -0.526988 -1.112622

Forces on atoms 1 to 2 (eV/Å):
O 0.223 -0.368 0.127
O 0.005 0.188 -0.486

Computed properties:
E_LUMO: 0.028 Eh
multiplicity: 1
energy above the lowest of the compared OMol25 structures with the same formula, charge and spin: 222.7 kJ/mol
E_HOMO: -8.23 eV
structure (SMILES): C=C/C=C/O.O
calculated total energy: -8370.9739 eV
Kohn-Sham gap: 0.3308 hartree

6.
The following is a DFT calculation (ωB97M-V/def2-TZVPD) of a molecular structure, C24H35CoN4O5S2 in a non-equilibrium geometry.

Geometry (Å):
Co1 0.701380 0.655944 0.745989
S1 3.047580 1.029044 0.000189
S2 -0.052720 2.227644 -0.830111
O1 2.099380 0.693444 2.813489
O2 0.502280 -0.800656 -0.680211
O3 -1.606720 0.533544 1.278789
O4 0.140980 2.152044 2.395589
O5 0.249980 -1.235856 2.218989
N1 -0.888520 0.084644 -2.308111
N2 4.809580 -0.411156 1.289689
N3 2.968080 -1.576556 0.404289
N4 -1.382720 2.134644 -3.083011
C1 -2.061620 1.332344 2.361989
C2 1.124580 2.939844 3.035189
C3 3.414980 -2.735656 0.906389
C4 -1.171820 1.245444 -5.369611
C5 -1.199420 2.596544 2.431589
C6 1.076180 -1.380656 3.360789
C7 4.578280 -2.761956 1.626189
C8 -0.366620 -3.369056 -1.335511
C9 -2.572620 4.029544 -2.101611
C10 -0.787920 -4.630256 -1.714011
C11 3.653580 -0.398756 0.614289
C12 -1.665220 -2.408956 -3.115611
C13 -1.954820 -0.830856 1.356189
C14 -0.793320 1.395144 -2.144211
C15 -2.087520 1.497344 -4.177811
C16 -1.429120 3.576244 -3.004311
C17 -0.798020 -2.244756 -2.037411
C18 1.521180 -0.012756 3.896689
C19 2.399380 2.056044 3.063289
C20 5.253280 -1.529656 1.781389
C21 -0.345020 -0.892456 -1.622111
C22 -1.649420 -4.785556 -2.789611
C23 -1.114120 -1.592756 2.390989
C24 -2.091920 -3.669556 -3.482311
H1 0.555180 -1.928056 4.152389
H2 -3.529520 3.684144 -2.484911
H3 2.821980 -3.619056 0.717789
H4 -1.453020 -1.355456 3.406889
H5 -2.769720 -3.783856 -4.313611
H6 -1.992820 -1.538856 -3.659711
H7 -2.591020 5.112244 -2.039211
H8 2.076080 -1.508156 -0.103311
H9 -1.245120 -2.672156 2.227989
H10 -3.019320 -0.953856 1.582489
H11 2.931580 2.162144 4.014789
H12 -0.359720 0.582844 -5.083411
H13 -1.413320 3.125044 3.369689
H14 -3.116320 1.589444 2.211789
H15 4.962980 -3.667756 2.058689
H16 0.295280 -3.242256 -0.489311
H17 -1.408020 3.258044 1.581589
H18 -1.731220 0.783144 -6.177311
H19 -1.761620 -1.233256 0.361189
H20 3.063880 2.340044 2.243589
H21 1.322380 3.868444 2.482289
H22 0.797280 3.201544 4.052289
H23 1.959980 -1.953456 3.058489
H24 -1.557720 3.964344 -4.014811
H25 -0.480020 3.939644 -2.603611
H26 -2.428420 3.620744 -1.105111
H27 -0.755520 2.178544 -5.737411
H28 -2.913720 2.145944 -4.469911
H29 -0.443120 -5.495356 -1.170411
H30 -1.965220 0.789444 3.308589
H31 0.656880 0.531144 4.297889
H32 -1.980820 -5.770056 -3.082811
H33 6.177480 -1.468256 2.342389
H34 -2.488320 0.550444 -3.813911
H35 2.261180 -0.149056 4.701589

Forces on atoms 1 to 2 (eV/Å):
Co -0.934 1.056 -1.362
S -0.679 0.527 -0.312

Computed properties:
E_LUMO (alpha / beta): -0.119 / -0.100 Eh
multiplicity: 2
total charge: +1
E_HOMO (alpha / beta): -10.72 / -10.75 eV
calculated total energy: -100945.3910 eV
Kohn-Sham gap (alpha / beta): 0.2746 / 0.2955 hartree